# 1
Density functional theory data (ωB97M-V/def2-TZVPD) for a molecular structure, C35H55N4OP2Pd at a distorted geometry.

The relative energy (zero: lowest compared OMol25 entry of this formula, charge and spin) is 43.6 kcal/mol. As for the total charge: +1. As for the max |F|: 5.33 eV Å⁻¹. Its HOMO energy (spin up / spin down) is -9.5 / -9.3 eV. Its spin multiplicity is 3.

Each line ends with the Löwdin charge.
Geometry (Å):
1 C -0.9341 -2.2889 -1.3384  -0.32
2 C 1.3230 -1.7113 -1.0212  -0.31
3 C -0.5917 -3.3739 -2.1460  -0.01
4 C 1.7143 -2.9047 -1.7029  0.00
5 C 0.7543 -3.7281 -2.2618  -0.04
6 H -1.3924 -3.9223 -2.6343  0.12
7 H 2.7798 -3.1071 -1.8151  0.12
8 H 1.0314 -4.6299 -2.8057  0.12
9 N 0.0006 -1.6048 -0.6759  -0.01
10 P -2.7328 -0.7972 0.2403  1.08
11 P 2.4967 0.8351 0.0138  1.07
12 C -2.3801 -1.8125 -1.2727  -0.26
13 H -2.5873 -1.2052 -2.1657  0.08
14 H -3.0402 -2.6847 -1.3454  0.07
15 C -0.0556 1.7587 1.4878  -0.26
16 O 0.1140 2.8309 1.8757  0.10
17 C 2.2863 -0.6812 -0.8322  -0.24
18 H 3.2912 -1.1357 -0.9219  0.08
19 C 3.7213 1.5785 -1.3595  -0.63
20 C 3.5651 0.7594 1.6662  -0.65
21 C -3.8884 0.6333 -0.2239  -0.67
22 C -3.5575 -2.1447 1.2692  -0.68
23 C 3.2391 3.0287 -1.4523  -0.11
24 H 3.4736 3.6067 -0.5480  0.08
25 H 3.7139 3.5311 -2.3091  0.10
26 H 2.1535 3.0569 -1.5931  0.03
27 C 5.2253 1.5212 -1.0916  -0.10
28 H 5.5439 1.9772 -0.1513  0.06
29 H 5.6057 0.4930 -1.1434  0.08
30 H 5.7197 2.0830 -1.9005  0.10
31 C 3.5185 0.8394 -2.6842  -0.12
32 H 3.9916 1.4152 -3.4940  0.10
33 H 3.9731 -0.1567 -2.6819  0.08
34 H 2.4552 0.7196 -2.9156  0.03
35 C 3.9909 2.2070 1.9727  -0.09
36 H 3.1061 2.8461 2.1023  0.08
37 H 4.5596 2.2189 2.9136  0.10
38 H 4.6178 2.6631 1.2013  0.05
39 C 2.6968 0.2912 2.8333  -0.11
40 H 1.7890 0.8919 2.9374  0.04
41 H 2.4067 -0.7579 2.7337  0.06
42 H 3.2761 0.3860 3.7663  0.10
43 C 4.7345 -0.2174 1.5703  -0.09
44 H 5.4630 0.0274 0.7958  0.05
45 H 5.2678 -0.2027 2.5333  0.09
46 H 4.3803 -1.2423 1.4010  0.08
47 C -3.8808 -1.5960 2.6657  -0.08
48 H -4.3905 -2.3885 3.2356  0.10
49 H -2.9702 -1.3138 3.2069  0.05
50 H -4.5468 -0.7242 2.6349  0.07
51 C -2.5874 -3.3311 1.4162  -0.08
52 H -2.3653 -3.8091 0.4547  0.08
53 H -1.6451 -3.0310 1.8874  0.05
54 H -3.0624 -4.0863 2.0611  0.10
55 C -4.8514 -2.6711 0.6056  -0.09
56 H -5.0809 -3.6538 1.0461  0.09
57 H -5.7117 -2.0224 0.8031  0.07
58 H -4.7621 -2.8149 -0.4779  0.07
59 C -3.7997 0.8822 -1.7369  -0.11
60 H -4.2670 0.0728 -2.3158  0.09
61 H -4.3416 1.8113 -1.9788  0.10
62 H -2.7577 1.0048 -2.0588  0.03
63 C -3.3987 1.8920 0.5221  -0.11
64 H -2.3444 2.1077 0.2963  0.03
65 H -4.0063 2.7530 0.2017  0.09
66 H -3.5029 1.7774 1.6101  0.08
67 C -5.3592 0.4030 0.1400  -0.10
68 H -5.7960 -0.4318 -0.4210  0.08
69 H -5.5074 0.2524 1.2169  0.07
70 H -5.9205 1.3091 -0.1406  0.10
71 Pd -0.5095 0.0312 0.6448  0.62
72 N -0.1159 0.9365 -1.1932  0.07
73 C 0.5419 1.2869 -2.1227  -0.06
74 C 0.2066 2.2337 -3.3868  -0.53
75 C 1.2196 2.0766 -4.5056  -0.07
76 C -1.1605 1.8726 -3.9637  -0.06
77 C 0.1627 3.7058 -2.9661  -0.04
78 H 2.2043 2.4563 -4.2174  0.07
79 H 1.2982 1.0289 -4.8093  0.10
80 H 0.9032 2.6558 -5.3852  0.10
81 H -1.9717 2.2330 -3.3231  0.07
82 H -1.3046 2.3520 -4.9446  0.10
83 H -1.2537 0.7900 -4.1099  0.10
84 H -0.2738 4.3175 -3.7711  0.11
85 H -0.4602 3.8398 -2.0731  0.10
86 H 1.1578 4.1124 -2.7687  0.07
87 N 1.5987 -4.8051 4.5908  0.18
88 C 1.0595 -3.7754 4.4383  -0.15
89 C 0.3945 -2.5060 4.2527  -0.20
90 C -0.0971 -1.7835 5.3443  0.02
91 C -0.7364 -0.5742 5.1110  -0.02
92 C -0.8554 -0.1141 3.7971  -0.14
93 N -0.3715 -0.8103 2.7587  -0.04
94 C 0.2431 -1.9916 2.9628  -0.11
95 H 0.0282 -2.1822 6.3522  0.14
96 H -1.1462 0.0289 5.9166  0.12
97 H -1.3581 0.8327 3.5797  0.11
98 H 0.6324 -2.5298 2.0911  0.13

---

# 2
Density functional theory data (ωB97M-V/def2-TZVPD) for 9 unconnected molecules or ions with the total composition C35H56BF4N9O9S at a distorted geometry.

As for the total charge: +2. As for the max |F|: 3.45 eV Å⁻¹. Its HOMO energy is -11.6 eV.

Each line ends with the Löwdin charge.
Geometry (Å):
1 C -2.7293 7.4108 -0.7981  0.04
2 N -2.6676 5.9395 -0.9712  -0.08
3 C -1.9285 5.1733 -0.1454  0.05
4 C -1.9726 3.8047 -0.2667  0.06
5 C -2.7648 3.1606 -1.2005  -0.11
6 C -3.4783 4.0179 -2.0358  0.03
7 C -3.5667 5.3753 -1.8257  0.02
8 C -2.7950 1.6779 -1.3149  -0.11
9 C -3.1685 0.9913 -2.4629  0.02
10 C -3.2580 -0.3736 -2.4563  0.01
11 N -2.9207 -1.0900 -1.3670  -0.04
12 C -2.5064 -0.4764 -0.2377  0.06
13 C -2.5127 0.9159 -0.1792  0.09
14 C -3.0666 -2.5626 -1.3997  0.02
15 H -1.7297 7.7298 -0.5081  0.11
16 H -3.3433 7.5697 0.0890  0.12
17 H -3.1182 7.9545 -1.6501  0.10
18 H -1.1808 5.6062 0.5205  0.14
19 H -1.3422 3.1761 0.3316  0.09
20 H -4.1728 3.5647 -2.7363  0.12
21 H -4.1596 6.0796 -2.3875  0.14
22 H -3.5632 1.5484 -3.3018  0.12
23 H -3.5703 -0.9929 -3.2851  0.15
24 H -2.2336 -1.1126 0.5876  0.14
25 H -2.1932 1.2916 0.7893  0.13
26 H -2.7710 -2.8898 -2.3988  0.10
27 H -4.0729 -2.8303 -1.1010  0.10
28 H -2.3576 -3.1259 -0.8013  0.09
29 C 1.2285 5.9015 -5.3190  0.05
30 N 1.4977 4.7320 -4.4298  -0.08
31 C 0.9773 3.5508 -4.8023  0.01
32 C 1.1402 2.4238 -4.0151  0.04
33 C 1.9253 2.4920 -2.8850  -0.11
34 C 2.5334 3.6939 -2.5434  0.08
35 C 2.2713 4.7917 -3.3257  0.03
36 C 2.2108 1.2364 -2.1263  -0.10
37 C 2.3747 1.2382 -0.7479  0.06
38 C 2.9132 0.1174 -0.1233  0.04
39 N 3.1208 -1.0188 -0.7963  -0.03
40 C 2.8773 -1.0698 -2.1231  -0.01
41 C 2.4120 0.0152 -2.8005  0.03
42 C 3.7050 -2.1852 -0.1089  0.05
43 H 1.3375 6.7433 -4.6341  0.10
44 H 0.1844 5.8551 -5.6093  0.11
45 H 1.9340 6.0403 -6.1322  0.12
46 H 0.3359 3.5135 -5.6715  0.15
47 H 0.6336 1.5278 -4.3416  0.13
48 H 3.1938 3.8234 -1.6974  0.15
49 H 2.5866 5.7929 -3.0628  0.16
50 H 2.3602 2.1884 -0.2281  0.09
51 H 3.1658 0.1346 0.9305  0.07
52 H 3.1468 -1.9991 -2.6063  0.15
53 H 2.2536 -0.1120 -3.8631  0.13
54 H 4.7233 -2.3185 -0.4702  0.12
55 H 3.0299 -3.0046 -0.3453  0.11
56 H 3.7189 -2.0580 0.9684  0.08
57 C 4.8430 2.0327 2.7317  0.06
58 C 3.9511 0.8316 2.6220  -0.40
59 O 4.2508 -0.2073 2.1061  0.10
60 N 2.5471 0.9271 3.0896  0.07
61 H 2.2039 1.9177 3.1874  0.07
62 H 2.0094 0.6054 2.2758  0.11
63 C 2.2929 0.0843 4.3406  0.08
64 H 4.9927 2.2085 3.8010  0.12
65 H 4.4405 2.9308 2.2690  0.10
66 H 5.7993 1.7045 2.3319  0.10
67 H 2.9725 0.5064 5.0763  0.11
68 H 2.7008 -0.8984 4.1109  0.10
69 H 1.2177 0.1261 4.4591  0.08
70 B 0.6894 -2.4516 1.4438  -1.31
71 F 0.7800 -1.0827 1.6954  0.12
72 F 0.3071 -2.7118 0.1305  0.13
73 F 1.9565 -3.0112 1.7406  0.08
74 F -0.1983 -2.9728 2.4085  0.11
75 S 0.8409 3.5276 2.0842  0.26
76 O -0.5706 3.3945 2.5115  -0.39
77 O 1.8038 3.4979 3.1867  -0.35
78 O 1.1010 2.3886 1.1500  -0.44
79 O 0.9587 4.7886 1.3156  -0.41
80 O -4.2651 -2.6107 0.9381  -0.02
81 C -3.8628 -3.5046 1.6878  -0.54
82 N -2.6120 -4.0209 1.6269  0.19
83 C -4.8247 -4.2692 2.5733  0.00
84 H -2.3381 -4.6784 2.3388  0.12
85 H -1.9263 -3.4154 1.2179  0.06
86 H -5.8627 -4.1482 2.2653  0.09
87 H -4.8459 -3.9026 3.6010  0.09
88 H -4.6333 -5.3418 2.5554  0.09
89 O -2.7762 0.8990 4.7122  0.04
90 C -1.8360 0.1933 4.3792  -0.58
91 N -1.0078 0.5561 3.3780  0.17
92 C -1.6681 -1.1796 5.0234  0.00
93 H -0.3924 -0.1250 2.9695  0.05
94 H -0.8553 1.5008 3.0332  0.06
95 H -2.5313 -1.8359 4.9564  0.08
96 H -1.5272 -1.0468 6.0992  0.09
97 H -0.7526 -1.6835 4.7112  0.06
98 O 0.4332 -5.4511 -1.8636  0.05
99 C 0.4547 -5.0277 -3.0041  -0.57
100 N 0.6578 -3.7098 -3.2628  0.15
101 C 0.1875 -5.9110 -4.1975  0.00
102 H 0.4267 -3.3710 -4.1808  0.10
103 H 0.9693 -3.0838 -2.5452  0.07
104 H -0.7168 -5.5505 -4.6942  0.09
105 H -0.0489 -6.9317 -3.9078  0.09
106 H 1.0515 -5.9722 -4.8581  0.09
107 O 0.1419 -7.5805 1.8914  0.03
108 C 0.5593 -6.4381 2.0023  -0.59
109 N 0.4545 -5.5319 1.0070  0.17
110 C 1.3386 -6.0607 3.2511  0.00
111 H 0.1736 -5.7876 0.0733  0.07
112 H 1.0550 -4.7263 1.0977  0.05
113 H 0.9938 -6.5334 4.1616  0.08
114 H 1.5238 -4.9901 3.3509  0.06
115 H 2.3250 -6.4452 2.9664  0.09